1.
DFT (ωB97M-V/def2-TZVPD) results for a 4-piece molecular cluster, C23H67BrF3N9O6P6 overall in a non-equilibrium geometry.

Geometry as ORCA input:
```
! RIJCOSX wB97M-V def2-TZVPD def2/J DEFGRID3
* xyz 0 1
C 4.851 1.091 -3.288
P 3.816 1.778 -4.738
C 4.208 0.876 -6.398
P 1.639 1.637 -4.306
Br 2.022 -0.317 -3.180
C 0.595 0.747 -5.636
C -0.666 -0.129 -5.054
C -1.576 0.636 -3.925
F -1.622 2.115 -4.057
F -2.996 0.164 -4.135
F -1.228 0.325 -2.519
P 1.440 3.600 -5.233
O 0.000 3.937 -5.795
O 1.751 4.805 -3.965
O 2.736 3.755 -6.392
H 5.861 1.725 -3.257
H 4.335 1.262 -2.237
H 5.133 -0.034 -3.469
H 5.046 1.472 -6.977
H 4.559 -0.253 -6.242
H 3.252 0.862 -7.091
H 1.140 2.218 -3.074
H 0.189 1.430 -6.495
H 1.323 -0.038 -6.164
H -0.366 -1.204 -4.654
H -1.390 -0.330 -5.981
H 1.055 4.580 -3.251
H 2.451 4.231 -7.226
C 10.597 -0.681 -3.884
N 9.164 -0.767 -4.094
C 8.458 -0.595 -2.822
P 8.271 -1.611 -5.292
O 7.377 -0.369 -5.532
N 9.013 -1.396 -6.860
C 10.260 -0.659 -7.054
C 8.096 -0.880 -7.904
N 9.298 -3.038 -5.017
C 9.114 -3.760 -3.764
C 10.440 -3.522 -5.766
H 11.039 -1.616 -3.533
H 10.847 0.083 -3.137
H 11.140 -0.350 -4.765
H 8.397 -1.536 -2.268
H 7.437 -0.238 -2.986
H 8.937 0.148 -2.172
H 10.185 0.379 -6.698
H 10.541 -0.624 -8.115
H 11.109 -1.147 -6.583
H 7.949 0.208 -7.811
H 7.117 -1.363 -7.851
H 8.493 -1.069 -8.907
H 9.737 -3.354 -2.970
H 9.354 -4.828 -3.854
H 8.068 -3.710 -3.441
H 11.353 -2.981 -5.503
H 10.284 -3.480 -6.847
H 10.642 -4.582 -5.565
C -2.656 -3.114 2.688
N -1.520 -2.276 3.024
C -0.708 -2.920 4.060
P -1.342 -0.571 2.942
O 0.047 -0.726 2.277
N -2.007 0.033 1.442
C -2.679 -0.826 0.469
C -1.067 0.854 0.644
N -2.940 -0.392 3.706
C -3.046 -0.740 5.118
C -4.232 -0.118 3.110
H -3.491 -3.009 3.383
H -2.382 -4.177 2.686
H -3.022 -2.954 1.678
H -1.105 -2.721 5.059
H 0.322 -2.556 4.032
H -0.648 -4.007 3.931
H -2.025 -1.636 0.114
H -3.003 -0.253 -0.411
H -3.605 -1.245 0.853
H -0.353 0.227 0.088
H -0.498 1.541 1.278
H -1.601 1.466 -0.091
H -3.272 -1.795 5.257
H -3.828 -0.167 5.635
H -2.109 -0.516 5.640
H -4.682 -1.022 2.691
H -4.187 0.661 2.344
H -4.948 0.270 3.846
C -10.327 0.543 6.214
N -9.060 0.036 6.705
C -9.185 -1.382 7.053
P -7.778 0.851 7.505
O -6.738 0.155 6.593
N -7.458 2.382 6.724
C -8.251 2.883 5.604
C -6.047 2.573 6.311
N -8.974 1.651 8.552
C -9.641 0.826 9.552
C -9.544 2.981 8.468
H -11.021 0.818 7.011
H -10.842 -0.202 5.594
H -10.219 1.389 5.542
H -9.587 -1.512 8.061
H -8.213 -1.882 7.013
H -9.834 -1.929 6.358
H -8.242 2.190 4.749
H -7.871 3.850 5.248
H -9.277 3.102 5.885
H -5.823 2.037 5.376
H -5.354 2.224 7.081
H -5.826 3.632 6.138
H -10.538 0.358 9.154
H -9.940 1.401 10.440
H -8.970 0.039 9.911
H -10.354 3.026 7.736
H -8.798 3.747 8.241
H -9.976 3.302 9.424
*
```

Calculated values
E_LUMO in eV: -1.37
SMILES: CP(C)[PH](Br)(CCC(F)(F)F)P(=O)(O)O.CN(C)P(=O)(N(C)C)N(C)C.CN(C)P(=O)(N(C)C)N(C)C.CN(C)P(=O)(N(C)C)N(C)C
Gap between HOMO and LUMO in Eh: 0.2253

2.
DFT (ωB97M-V/def2-TZVPD) results for C32H32N5O3RuS3 as an isolated structure in a non-equilibrium geometry.

Geometry as ORCA input:
```
! RIJCOSX wB97M-V def2-TZVPD def2/J DEFGRID3
* xyz 0 2
Ru 0.334 0.024 -0.998
C -0.062 0.727 3.399
C -0.420 0.496 1.955
N 0.485 0.113 1.109
N 1.727 -0.183 1.696
C 2.698 -0.340 0.865
S 2.652 -0.200 -0.848
S 4.271 -0.799 1.540
C 4.414 0.366 2.934
C 4.587 1.797 2.515
C 3.488 2.613 2.262
C 3.665 3.929 1.861
C 4.942 4.449 1.709
C 6.043 3.645 1.965
C 5.864 2.330 2.365
C -1.817 0.698 1.550
C -2.807 0.662 2.551
C -4.133 0.916 2.284
C -4.509 1.240 0.977
C -3.577 1.262 -0.030
C -2.215 0.984 0.219
O -1.390 1.070 -0.790
H 0.975 1.026 3.494
H -0.180 -0.193 3.977
H -0.711 1.487 3.828
H 5.312 0.016 3.446
H 3.568 0.229 3.605
H 2.491 2.208 2.388
H 2.803 4.555 1.666
H 5.078 5.476 1.397
H 7.044 4.042 1.854
H 6.728 1.703 2.556
H -2.523 0.420 3.566
H -4.867 0.880 3.078
H -5.546 1.455 0.749
H -3.851 1.468 -1.055
O 0.584 0.923 -4.981
C 0.460 0.892 -3.761
N 0.201 -0.165 -2.989
C 0.175 -1.485 -3.557
C 0.341 -2.510 -2.464
C 0.411 -3.871 -2.745
C 0.580 -4.772 -1.713
C 0.666 -4.302 -0.407
C 0.589 -2.944 -0.193
N 0.438 -2.072 -1.199
C 0.607 2.149 -2.927
C 0.488 3.403 -3.498
C 0.585 4.515 -2.682
C 0.819 4.339 -1.324
C 0.938 3.055 -0.832
N 0.846 1.985 -1.618
H 0.973 -1.609 -4.298
H -0.766 -1.693 -4.084
H 0.335 -4.200 -3.773
H 0.645 -5.833 -1.920
H 0.799 -4.972 0.430
H 0.669 -2.512 0.796
H 0.310 3.463 -4.562
H 0.475 5.510 -3.094
H 0.898 5.182 -0.653
H 1.119 2.857 0.217
O -3.642 -1.270 -2.032
S -2.830 -2.051 -1.061
C -3.848 -2.291 0.421
C -4.897 -3.319 0.031
C -4.104 -4.454 -0.613
C -3.075 -3.809 -1.548
H -4.224 -1.311 0.704
H -3.184 -2.662 1.208
H -5.582 -2.872 -0.692
H -5.482 -3.655 0.888
H -4.742 -5.153 -1.155
H -3.587 -5.020 0.166
H -3.432 -3.714 -2.574
H -2.115 -4.322 -1.552
*
```

Calculated values
Energy relative to the best compared isomer or geometry (same formula, charge and spin) in kJ/mol: 0.0
E_LUMO (alpha / beta) in eV: 0.10 / -0.53
⟨S²⟩: 0.755
Gap between HOMO and LUMO (alpha / beta) in Eh: 0.2800 / 0.2527

3.
DFT (ωB97M-V/def2-TZVPD) results for C41H52B2GeMnN7S3 as an isolated structure in a non-equilibrium geometry.

Geometry as ORCA input:
```
! RIJCOSX wB97M-V def2-TZVPD def2/J DEFGRID3
* xyz 2 1
Mn -0.531 0.490 -0.194
C -5.844 0.368 0.717
C -5.449 1.838 0.590
C -6.531 2.698 1.237
C -5.270 2.277 -0.863
N -4.148 2.053 1.328
C -4.001 2.842 2.447
C -2.712 2.766 2.840
N -2.049 1.941 1.963
B -0.560 1.575 2.203
N 0.188 -0.533 2.480
C -0.613 -1.730 2.602
C 0.220 -2.760 2.595
N 1.551 -2.349 2.416
C 1.619 -1.010 2.357
S 2.810 0.080 2.195
C 2.733 -3.285 2.420
C 3.488 -3.081 3.731
C 3.618 -3.002 1.205
C 2.213 -4.716 2.310
N 0.361 2.757 1.812
C 0.917 3.612 2.735
C 1.711 4.477 2.073
N 1.664 4.151 0.733
C 0.840 3.094 0.600
S 0.528 2.278 -0.927
C 2.476 4.838 -0.341
C 1.537 5.339 -1.438
C 3.187 6.040 0.277
C 3.521 3.852 -0.860
C -2.946 1.509 1.056
S -2.639 0.377 -0.256
H -6.807 0.221 0.229
H -5.947 0.088 1.766
H -5.132 -0.304 0.242
H -7.455 2.541 0.685
H -6.295 3.762 1.184
H -6.718 2.412 2.272
H -6.238 2.242 -1.362
H -4.594 1.630 -1.419
H -4.901 3.302 -0.913
H -4.819 3.380 2.884
H -2.221 3.188 3.699
H 0.795 0.946 3.927
H -1.659 -1.634 2.840
H -0.018 -3.797 2.747
H 3.871 -2.063 3.811
H 4.336 -3.765 3.772
H 2.844 -3.285 4.587
H 4.142 -2.055 1.281
H 3.028 -3.016 0.287
H 4.363 -3.794 1.134
H 1.710 -5.050 3.218
H 3.069 -5.373 2.165
H 1.550 -4.843 1.451
H 0.699 3.527 3.787
H 2.299 5.292 2.448
H 0.712 5.910 -1.012
H 1.136 4.533 -2.050
H 2.094 6.000 -2.100
H 2.485 6.760 0.700
H 3.732 6.546 -0.517
H 3.915 5.746 1.033
H 3.076 2.991 -1.355
H 4.157 3.505 -0.044
H 4.153 4.363 -1.587
B -1.341 0.373 4.595
C -0.193 0.719 3.524
N -0.154 0.294 1.386
H -2.395 0.122 4.030
H -1.442 1.439 5.171
H -1.004 -0.500 5.350
C -0.143 -0.785 -0.950
Ge 0.408 -2.015 -2.546
C 2.220 -1.405 -2.820
C 2.936 -0.709 -1.849
C 4.246 -0.324 -2.093
C 4.845 -0.630 -3.307
C 4.136 -1.319 -4.281
C 2.824 -1.703 -4.042
C -0.964 -1.361 -3.749
C -1.929 -2.216 -4.273
C -2.895 -1.727 -5.141
C -2.904 -0.382 -5.483
C -1.942 0.477 -4.965
C -0.974 -0.012 -4.105
C 0.208 -3.832 -1.904
C 1.328 -4.662 -1.876
C 1.207 -5.987 -1.482
C -0.031 -6.486 -1.103
C -1.150 -5.661 -1.112
C -1.031 -4.340 -1.515
H 2.487 -0.470 -0.893
H 4.801 0.211 -1.333
H 5.868 -0.330 -3.497
H 4.602 -1.556 -5.228
H 2.280 -2.231 -4.818
H -1.930 -3.270 -4.014
H -3.637 -2.397 -5.555
H -3.656 -0.004 -6.163
H -1.939 1.522 -5.246
H -0.209 0.660 -3.728
H 2.298 -4.279 -2.174
H 2.078 -6.630 -1.479
H -0.128 -7.522 -0.804
H -2.115 -6.053 -0.820
H -1.916 -3.711 -1.540
*
```

Calculated values
Energy relative to the best compared isomer or geometry (same formula, charge and spin) in kJ/mol: 0.0
E_LUMO in eV: -7.41
Gap between HOMO and LUMO in Eh: 0.2287

4.
DFT (ωB97M-V/def2-TZVPD) results for C5H9KLiO4 as an isolated structure in a non-equilibrium geometry.

Geometry as ORCA input:
```
! RIJCOSX wB97M-V def2-TZVPD def2/J DEFGRID3
* xyz 0 2
C 0.693 4.067 2.433
C 1.183 2.622 2.479
O 0.202 1.724 2.087
Li -1.603 1.622 2.125
H 1.511 4.774 2.639
H 0.271 4.282 1.439
H -0.113 4.242 3.163
H 1.568 2.405 3.498
H 2.063 2.529 1.806
O -0.081 0.064 -0.443
C -0.713 1.294 -0.407
C 0.499 -0.072 -1.736
O -1.806 1.421 0.285
O -1.391 1.185 -2.020
C -0.659 0.188 -2.703
K -3.526 1.510 -1.708
H 0.907 -1.085 -1.829
H 1.223 0.744 -1.895
H -1.204 -0.752 -2.893
H -0.274 0.570 -3.662
*
```

Calculated values
Energy relative to the best compared isomer or geometry (same formula, charge and spin) in kJ/mol: 43.1
E_LUMO (alpha / beta) in eV: -0.79 / -0.84
⟨S²⟩: 0.753
Gap between HOMO and LUMO (alpha / beta) in Eh: 0.2103 / 0.2097

5.
DFT (ωB97M-V/def2-TZVPD) results for one molecule with the formula CH3PS in a non-equilibrium geometry.

Geometry as ORCA input:
```
! RIJCOSX wB97M-V def2-TZVPD def2/J DEFGRID3
* xyz 0 1
P -0.658 0.164 -1.036
C -0.053 0.236 0.916
S 0.970 1.285 1.559
H -0.335 -1.357 -1.184
H 0.614 0.256 -1.644
H -0.540 -0.585 1.389
*
```

Calculated values
Energy relative to the best compared isomer or geometry (same formula, charge and spin) in kJ/mol: 137.0
E_LUMO in eV: -0.53
SMILES: PC=S
Gap between HOMO and LUMO in Eh: 0.2989

6.
DFT (ωB97M-V/def2-TZVPD) results for a 2-piece molecular cluster, C7H12N6O2P overall in a non-equilibrium geometry.

Geometry as ORCA input:
```
! RIJCOSX wB97M-V def2-TZVPD def2/J DEFGRID3
* xyz 1 1
N 0.489 1.712 1.504
P 0.059 -0.014 1.390
O 0.268 -0.684 3.012
N -1.663 -0.277 1.003
O -2.020 -1.438 0.367
C -2.707 0.572 1.327
N -2.556 1.898 2.050
C -3.974 2.422 2.102
N -4.900 1.409 1.464
N -4.186 0.294 0.999
H 0.268 2.252 0.639
H 1.461 1.875 1.849
H 0.884 -0.041 3.495
H -1.694 -1.390 -0.582
H -4.166 3.472 2.584
H -5.921 1.617 1.415
H -4.605 -0.558 0.526
N 1.764 -0.710 -1.678
C 2.040 -2.017 -1.882
C 3.240 -2.480 -2.399
C 4.216 -1.547 -2.732
C 3.961 -0.194 -2.535
C 2.732 0.172 -2.009
H 1.246 -2.705 -1.609
H 3.408 -3.541 -2.539
H 5.168 -1.872 -3.141
H 4.701 0.558 -2.786
H 2.487 1.215 -1.834
*
```

Calculated values
Energy relative to the best compared isomer or geometry (same formula, charge and spin) in kJ/mol: 432.5
E_LUMO in eV: -4.04
Gap between HOMO and LUMO in Eh: 0.2735

7.
DFT (ωB97M-V/def2-TZVPD) results for a 2-piece molecular cluster, C8H14NS overall in a non-equilibrium geometry.

Geometry as ORCA input:
```
! RIJCOSX wB97M-V def2-TZVPD def2/J DEFGRID3
* xyz 1 1
C -2.024 1.002 0.826
C -3.288 0.489 1.088
C -2.396 -0.369 -1.019
C -1.464 0.452 -0.432
C 0.449 2.007 -0.751
C 1.215 -0.354 1.264
C 0.331 -2.084 -0.352
C -0.183 0.711 -1.010
N 1.112 -0.815 -0.158
S -3.822 -0.530 -0.185
H -1.581 1.614 1.465
H -4.040 0.629 1.820
H -2.340 -0.701 -1.942
H 1.496 1.673 -0.859
H 0.106 2.782 -1.460
H 0.301 2.495 0.225
H 1.616 0.670 1.224
H 0.275 -0.275 1.883
H 1.786 -1.101 1.656
H -0.594 -1.852 0.245
H 0.244 -2.175 -1.534
H 0.913 -2.902 0.045
H -0.015 0.401 -2.038
H 1.891 -0.904 -0.788
*
```

Calculated values
Energy relative to the best compared isomer or geometry (same formula, charge and spin) in kJ/mol: 257.0
E_LUMO in eV: -4.38
Gap between HOMO and LUMO in Eh: 0.3213

8.
DFT (ωB97M-V/def2-TZVPD) results for an isolated ion of composition C8H8NO4S and charge -1 in a non-equilibrium geometry.

Geometry as ORCA input:
```
! RIJCOSX wB97M-V def2-TZVPD def2/J DEFGRID3
* xyz -1 1
C -0.329 -2.802 1.638
C -0.452 -2.803 0.257
C -0.463 -1.609 2.357
C -0.285 -1.571 -0.341
C -0.250 -0.438 1.702
C -0.133 -0.409 0.357
C 1.549 0.826 -1.202
C 0.158 0.867 -0.306
N -0.420 2.947 -2.072
O 2.401 1.521 -0.702
O 1.643 0.147 -2.216
O -2.412 1.595 -1.203
O 0.329 2.065 0.464
S -1.083 1.311 -1.737
H -0.294 -3.675 2.230
H -0.585 -3.715 -0.223
H -0.610 -1.700 3.433
H -0.139 -1.639 -1.408
H -0.159 0.445 2.352
H 0.490 2.937 -2.453
H -0.284 3.565 -1.200
H 1.329 2.135 0.270
*
```

Calculated values
Energy relative to the best compared isomer or geometry (same formula, charge and spin) in kJ/mol: 18.5
E_LUMO in eV: 3.36
Gap between HOMO and LUMO in Eh: 0.2991

Total energy for the records above, in order: -184548.4802 -82385.5958 -175469.2259 -30048.8666 -21207.5232 -29766.0663 -20839.1578 -28941.7653 eV